(1)
Computed, not measured: a molecular structure, C37H25F5N4O3PmS4 in a non-equilibrium geometry, with ωB97M-V with the def2-TZVPD basis set.

CARTESIAN COORDINATES (ANGSTROEM)
Pm 0.160 0.022 0.831
C 2.493 -2.786 2.151
C 1.798 -2.607 0.844
N 0.512 -2.464 0.805
N 0.014 -2.705 -0.477
C -1.096 -2.220 -0.914
S -2.175 -1.055 -0.240
S -1.596 -2.827 -2.515
C -0.111 -3.685 -3.122
C -0.142 -5.178 -2.938
C -0.423 -6.019 -4.010
C -0.444 -7.401 -3.848
C -0.179 -7.958 -2.605
C 0.103 -7.123 -1.527
C 0.122 -5.746 -1.692
C 2.588 -2.558 -0.402
C 3.412 -3.592 -0.828
C 4.065 -3.525 -2.051
C 3.898 -2.382 -2.833
C 3.107 -1.326 -2.406
C 2.425 -1.382 -1.179
O 1.671 -0.397 -0.758
H 1.786 -2.983 2.952
H 3.094 -1.907 2.395
H 3.187 -3.625 2.051
H 0.729 -3.238 -2.593
H -0.048 -3.429 -4.180
H -0.629 -5.587 -4.985
H -0.663 -8.041 -4.696
H -0.193 -9.033 -2.475
H 0.311 -7.550 -0.552
H 0.333 -5.085 -0.856
H 3.511 -4.483 -0.211
H 4.682 -4.346 -2.394
H 4.403 -2.311 -3.791
H 2.995 -0.429 -3.007
O -0.876 2.706 3.566
S -1.465 1.866 2.565
O -1.254 0.414 2.729
N -0.966 2.077 1.096
C -1.265 3.090 0.204
C -1.861 4.295 0.477
C -2.081 5.240 -0.554
C -1.707 4.990 -1.840
C -1.099 3.746 -2.159
C -0.678 3.392 -3.462
C -0.123 2.166 -3.685
C 0.014 1.270 -2.604
N -0.356 1.561 -1.387
C -0.893 2.793 -1.146
C -3.204 2.143 2.623
C -4.033 1.421 1.771
C -5.400 1.642 1.825
C -5.921 2.571 2.721
C -5.079 3.286 3.564
C -3.708 3.074 3.517
H -2.138 4.534 1.497
H -2.546 6.188 -0.304
H -1.863 5.724 -2.624
H -0.805 4.105 -4.271
H 0.215 1.869 -4.670
H 0.432 0.281 -2.749
H -3.614 0.697 1.083
H -6.059 1.086 1.168
H -6.991 2.736 2.764
H -5.490 4.009 4.259
H -3.024 3.612 4.162
F 2.749 0.402 7.478
C 2.676 0.672 6.169
C 3.362 1.741 5.634
F 4.106 2.506 6.443
C 3.284 2.023 4.283
F 3.978 3.073 3.833
C 2.525 1.263 3.400
S 2.436 1.562 1.690
C 1.857 0.206 3.993
F 1.103 -0.593 3.211
C 1.913 -0.110 5.333
F 1.242 -1.158 5.823

Summary:
Orbital gap (spin up / spin down) (eV): 7.226 / 7.240
Net charge: -1
Multiplicity: 5
Expectation value of S²: 6.004
Energy relative to the best compared isomer or geometry (same formula, charge and spin) (kJ/mol): 15.1
HOMO level (spin up / spin down) (eV): -4.946 / -4.956
Electronic energy (a.u.): -4570.3826

(2)
Computed, not measured: 2 unconnected molecules or ions with the total composition C5H3Cl2O3 in a non-equilibrium geometry, with ωB97M-V with the def2-TZVPD basis set.

CARTESIAN COORDINATES (ANGSTROEM)
C 0.331 -0.542 1.456
C -2.109 -1.230 0.365
C 0.143 1.284 -0.575
C 0.486 0.097 0.250
C 1.219 0.317 -0.971
O -1.789 -2.299 0.129
O 1.028 -1.450 1.954
O -2.601 -0.248 0.670
Cl 2.927 0.835 -1.305
Cl 0.785 -0.528 -2.522
H -0.158 0.176 2.214
H -0.671 1.278 -1.334
H 0.408 2.309 -0.332

Summary:
Orbital gap (spin up / spin down) (eV): 3.760 / 7.349
Net charge: -1
Multiplicity: 3
Expectation value of S²: 2.008
HOMO level (spin up / spin down) (eV): -0.342 / -5.003
Electronic energy (a.u.): -1338.3223

(3)
Computed, not measured: a molecular structure, C40H55Cl3F6GeN10O4SiTeY in a non-equilibrium geometry, with ωB97M-V with the def2-TZVPD basis set.

CARTESIAN COORDINATES (ANGSTROEM)
Y 0.613 0.082 -0.243
C 1.408 0.942 4.654
Si 2.081 0.826 2.908
C 3.769 1.670 3.009
C 2.204 -1.079 2.614
N 1.056 1.352 1.625
C 0.628 2.678 1.593
C 1.041 3.652 2.529
C 0.638 4.975 2.464
C -0.218 5.397 1.458
C -0.668 4.464 0.538
C -0.257 3.145 0.607
O -0.753 2.222 -0.348
C -2.159 2.264 -0.393
C -2.782 2.781 -1.508
C -4.172 2.781 -1.568
C -4.913 2.287 -0.505
C -4.262 1.808 0.627
C -2.880 1.799 0.690
H 1.819 0.126 5.263
H 0.315 0.865 4.645
H 1.666 1.889 5.139
H 4.622 1.039 2.745
H 3.949 2.030 4.026
H 3.803 2.526 2.331
H 3.246 -1.414 2.596
H 2.174 -2.026 0.865
H 1.712 -1.632 3.412
H 1.696 3.347 3.340
H 0.993 5.679 3.209
H -0.548 6.427 1.397
H -1.367 4.752 -0.239
H -2.193 3.192 -2.318
H -4.669 3.166 -2.450
H -5.995 2.275 -0.557
H -4.833 1.417 1.461
H -2.360 1.428 1.567
O 0.380 -2.532 -0.820
H 0.977 -3.192 -0.455
H -0.065 -2.973 -1.557
Cl -4.209 -1.291 -0.993
Ge -2.646 -2.634 -0.240
Cl -2.021 -3.683 -2.184
Cl -3.843 -4.292 0.596
F -1.235 -0.469 0.192
N 2.292 1.778 -0.924
C 3.063 2.376 -1.563
N 3.932 3.039 -2.253
C 4.602 2.413 -3.418
C 6.067 2.124 -3.090
C 6.693 3.246 -2.231
C 5.874 4.536 -2.304
C 4.490 4.304 -1.711
H 4.503 3.099 -4.258
H 4.077 1.493 -3.665
H 6.601 1.999 -4.035
H 6.123 1.184 -2.547
H 7.719 3.435 -2.549
H 6.725 2.919 -1.189
H 5.796 4.882 -3.338
H 6.354 5.330 -1.731
H 3.813 5.125 -1.939
H 4.564 4.196 -0.630
C 0.841 -0.780 -3.651
N 0.463 -0.739 -5.061
C -0.972 -1.037 -5.176
N -1.778 -0.070 -4.426
C -1.380 -0.126 -3.026
N 0.068 0.197 -2.830
C 0.307 1.539 -3.427
N -0.079 1.617 -4.832
C 0.695 0.613 -5.572
C -1.503 1.267 -4.949
H 1.900 -0.560 -3.548
H 0.659 -1.780 -3.265
H -1.165 -2.038 -4.788
H -1.259 -1.001 -6.228
H -1.556 -1.136 -2.661
H -1.987 0.563 -2.446
H 1.367 1.765 -3.351
H -0.248 2.279 -2.854
H 1.758 0.849 -5.483
H 0.415 0.653 -6.625
H -1.783 1.301 -6.003
H -2.099 1.998 -4.402
C -1.369 -1.137 11.692
C -1.687 -0.753 10.267
C -0.732 -0.837 9.261
C -1.022 -0.467 7.951
C -2.296 -0.027 7.616
N -2.644 0.347 6.292
C -2.386 -0.283 5.093
O -2.711 0.229 4.037
N -1.777 -1.515 5.195
C -1.446 -2.377 4.134
C -0.957 -3.643 4.436
C -0.665 -4.532 3.416
C -0.883 -4.140 2.106
N -1.321 -2.918 1.820
C -1.590 -2.041 2.787
C -3.255 0.083 8.620
C -2.949 -0.271 9.923
H -0.425 -1.677 11.753
H -2.153 -1.769 12.112
H -1.290 -0.250 12.324
H 0.267 -1.183 9.502
H -0.245 -0.488 7.197
H -3.261 1.134 6.179
H -1.665 -1.891 6.122
H -0.826 -3.936 5.472
H -0.299 -5.526 3.636
H -0.722 -4.815 1.273
H -1.943 -1.069 2.484
H -4.247 0.446 8.371
H -3.712 -0.180 10.690
F 4.577 -0.154 -1.356
Te 3.722 0.024 0.304
F 5.352 -0.521 1.087
F 4.824 1.645 0.140
F 2.241 -0.738 -1.263
F 3.780 -1.967 0.162
O 1.551 -1.437 1.348

Summary:
Orbital gap (spin up / spin down) (eV): 7.704 / 6.160
Net charge: 0
Multiplicity: 2
Expectation value of S²: 0.754
Energy relative to the best compared isomer or geometry (same formula, charge and spin) (kJ/mol): 0.0
HOMO level (spin up / spin down) (eV): -7.380 / -7.398
Electronic energy (a.u.): -7058.7126

(4)
Computed, not measured: a single C19H15ClN6O3 molecule in a non-equilibrium geometry, with ωB97M-V with the def2-TZVPD basis set.

CARTESIAN COORDINATES (ANGSTROEM)
O -0.454 0.778 -1.000
O 3.182 2.445 -0.011
Cl -6.246 -1.387 0.070
N -1.001 0.138 4.324
N 0.254 0.595 4.585
N 2.678 -1.221 -2.436
O -0.337 1.257 2.605
C 0.526 0.169 -1.472
C 2.433 1.953 0.822
C -1.356 0.515 3.123
C 0.615 1.193 3.505
C 2.782 -0.571 -1.298
C 0.327 -1.870 -5.174
C -0.792 -1.224 -4.703
C -4.040 0.237 0.452
C -4.613 -1.289 2.183
C 1.508 -1.849 -4.425
C -2.899 0.626 1.153
C -3.462 -0.892 2.905
C -0.739 -0.513 -3.497
C -4.888 -0.761 0.965
C 1.547 -1.198 -3.209
C -2.577 0.052 2.429
C 0.429 -0.533 -2.747
N 1.763 0.756 0.563
N 1.717 0.205 -0.759
N 1.878 1.744 3.311
C 4.040 -0.741 -0.506
C 2.195 2.635 2.146
H 0.296 -2.370 -6.141
H -1.701 -1.248 -5.276
H -4.271 0.673 -0.496
H -5.246 -2.014 2.646
H 2.407 -2.359 -4.728
H -2.208 1.376 0.745
H -3.211 -1.338 3.856
H -1.679 -0.066 -3.152
H 1.010 0.523 1.210
H 2.627 1.413 3.902
H 4.553 0.185 -0.375
H 4.721 -1.421 -1.024
H 3.802 -1.147 0.470
H 1.367 3.338 1.992
H 3.061 3.207 2.470

Summary:
Orbital gap (eV): 8.817
SMILES: Cc1nc2ccccc2c(=O)n1NC(=O)CNc1nnc(-c2ccc(Cl)cc2)o1
Net charge: 0
Energy relative to the best compared isomer or geometry (same formula, charge and spin) (kJ/mol): 0.0
HOMO level (eV): -8.596
Electronic energy (a.u.): -1747.4784

net charge of number 1 (C37H25F5N4O3PmS4)?
-1

Repeat the first record exactly.
Computed, not measured: a molecular structure, C37H25F5N4O3PmS4 in a non-equilibrium geometry, with ωB97M-V with the def2-TZVPD basis set.

CARTESIAN COORDINATES (ANGSTROEM)
Pm 0.160 0.022 0.831
C 2.493 -2.786 2.151
C 1.798 -2.607 0.844
N 0.512 -2.464 0.805
N 0.014 -2.705 -0.477
C -1.096 -2.220 -0.914
S -2.175 -1.055 -0.240
S -1.596 -2.827 -2.515
C -0.111 -3.685 -3.122
C -0.142 -5.178 -2.938
C -0.423 -6.019 -4.010
C -0.444 -7.401 -3.848
C -0.179 -7.958 -2.605
C 0.103 -7.123 -1.527
C 0.122 -5.746 -1.692
C 2.588 -2.558 -0.402
C 3.412 -3.592 -0.828
C 4.065 -3.525 -2.051
C 3.898 -2.382 -2.833
C 3.107 -1.326 -2.406
C 2.425 -1.382 -1.179
O 1.671 -0.397 -0.758
H 1.786 -2.983 2.952
H 3.094 -1.907 2.395
H 3.187 -3.625 2.051
H 0.729 -3.238 -2.593
H -0.048 -3.429 -4.180
H -0.629 -5.587 -4.985
H -0.663 -8.041 -4.696
H -0.193 -9.033 -2.475
H 0.311 -7.550 -0.552
H 0.333 -5.085 -0.856
H 3.511 -4.483 -0.211
H 4.682 -4.346 -2.394
H 4.403 -2.311 -3.791
H 2.995 -0.429 -3.007
O -0.876 2.706 3.566
S -1.465 1.866 2.565
O -1.254 0.414 2.729
N -0.966 2.077 1.096
C -1.265 3.090 0.204
C -1.861 4.295 0.477
C -2.081 5.240 -0.554
C -1.707 4.990 -1.840
C -1.099 3.746 -2.159
C -0.678 3.392 -3.462
C -0.123 2.166 -3.685
C 0.014 1.270 -2.604
N -0.356 1.561 -1.387
C -0.893 2.793 -1.146
C -3.204 2.143 2.623
C -4.033 1.421 1.771
C -5.400 1.642 1.825
C -5.921 2.571 2.721
C -5.079 3.286 3.564
C -3.708 3.074 3.517
H -2.138 4.534 1.497
H -2.546 6.188 -0.304
H -1.863 5.724 -2.624
H -0.805 4.105 -4.271
H 0.215 1.869 -4.670
H 0.432 0.281 -2.749
H -3.614 0.697 1.083
H -6.059 1.086 1.168
H -6.991 2.736 2.764
H -5.490 4.009 4.259
H -3.024 3.612 4.162
F 2.749 0.402 7.478
C 2.676 0.672 6.169
C 3.362 1.741 5.634
F 4.106 2.506 6.443
C 3.284 2.023 4.283
F 3.978 3.073 3.833
C 2.525 1.263 3.400
S 2.436 1.562 1.690
C 1.857 0.206 3.993
F 1.103 -0.593 3.211
C 1.913 -0.110 5.333
F 1.242 -1.158 5.823

Summary:
Orbital gap (spin up / spin down) (eV): 7.226 / 7.240
Net charge: -1
Multiplicity: 5
Expectation value of S²: 6.004
Energy relative to the best compared isomer or geometry (same formula, charge and spin) (kJ/mol): 15.1
HOMO level (spin up / spin down) (eV): -4.946 / -4.956
Electronic energy (a.u.): -4570.3826

What is the net charge in the second record?
-1